--- 1 ---
{
  "formula": "C6H8N2O",
  "method": "ωB97M-V/def2-TZVPD",
  "e_homo_ha": -0.29443,
  "lumo_ev": 0.64,
  "species": ["O", "N", "N", "C", "C", "C", "C", "C", "C", "H", "H", "H", "H", "H", "H", "H", "H"],
  "positions_angstrom": [[3.852, -0.246, -0.187], [-0.515, -1.653, -0.147], [1.677, -0.938, 0.259], [-0.581, 1.906, 0.161], [-1.983, -0.054, -0.359], [0.188, -0.574, -0.178], [-1.873, -1.360, -0.015], [2.630, 0.078, -0.181], [-0.715, 0.462, -0.091], [-2.976, 0.438, -0.545], [1.979, -1.878, 0.856], [-1.356, 2.704, 0.270], [0.276, 2.467, -0.520], [-0.193, -2.455, 0.141], [-2.467, -2.094, 0.302], [2.216, 1.071, -0.990], [-0.159, 2.125, 1.224]],
  "mulliken_charge": [-0.535, -0.052, -0.233, -1.054, -0.784, 0.042, -0.498, 0.220, 0.745, 0.341, 0.300, 0.343, 0.163, 0.116, 0.486, 0.153, 0.248]
}

=====

--- 2 ---
{
  "formula": "C6H8N2O",
  "method": "ωB97M-V/def2-TZVPD",
  "e_homo_ha": -0.34875,
  "smiles": "O=C1C=C[C@H]([C@H]2CN2)N1",
  "lumo_ev": -0.12,
  "species": ["O", "N", "N", "C", "C", "C", "C", "C", "C", "H", "H", "H", "H", "H", "H", "H", "H"],
  "positions_angstrom": [[-0.487, 1.827, -2.730], [-0.584, 0.997, -0.460], [-0.522, -1.723, 1.272], [1.132, -0.640, -0.719], [-1.304, -0.336, 1.597], [0.595, 0.363, 0.332], [-0.067, 1.084, -1.802], [0.330, -0.425, 1.579], [0.815, -0.160, -2.041], [1.132, 1.315, 0.614], [-0.589, -1.876, 0.142], [-1.802, 0.167, 0.616], [1.268, -0.217, 2.356], [-1.166, 1.761, -0.038], [2.039, -1.240, -0.261], [-1.853, -0.302, 2.632], [1.063, -0.595, -3.090]],
  "mulliken_charge": [-0.611, -0.422, -0.551, -0.400, -0.407, 0.146, 0.063, -0.249, -0.233, 0.467, 0.356, 0.306, 0.283, 0.346, 0.276, 0.274, 0.354]
}

=====

Most stable: 1 (next structure +94.8 kJ/mol)

=====

--- 1 ---
{
  "formula": "C6H8N2O",
  "method": "ωB97M-V/def2-TZVPD",
  "e_homo_ha": -0.32675,
  "smiles": "CC(=O)c1nccn1C",
  "lumo_ev": 0.82,
  "species": ["O", "N", "N", "C", "C", "C", "C", "C", "C", "H", "H", "H", "H", "H", "H", "H", "H"],
  "positions_angstrom": [[-0.097, 0.649, -2.198], [0.941, 0.259, 0.536], [-1.258, 0.438, 1.065], [-0.420, 0.286, 0.151], [-0.495, 0.490, 2.232], [0.793, 0.382, 1.885], [-2.012, -0.730, -1.537], [-0.749, 0.083, -1.393], [2.098, 0.080, -0.247], [3.103, -0.069, 0.404], [-2.186, -0.732, -2.467], [2.215, -0.707, -0.819], [2.074, 1.049, -1.006], [1.534, 0.267, 2.469], [-2.781, -0.414, -1.088], [-1.044, 0.576, 3.320], [-1.716, -1.908, -1.307]],
  "mulliken_charge": [-0.493, 0.208, -0.542, 0.350, -0.352, -0.430, -1.589, 0.628, -0.729, 0.231, 0.551, 0.367, 0.261, 0.549, 0.471, 0.265, 0.255]
}

=====

--- 2 ---
{
  "formula": "C6H8N2O",
  "method": "ωB97M-V/def2-TZVPD",
  "e_homo_ha": -0.31260,
  "lumo_ev": 0.75,
  "species": ["O", "N", "N", "C", "C", "C", "C", "C", "C", "H", "H", "H", "H", "H", "H", "H", "H"],
  "positions_angstrom": [[-1.115, -1.205, 0.678], [0.667, -1.224, -1.299], [3.578, 0.143, 0.104], [0.223, -0.444, -0.242], [-1.763, 0.942, 0.202], [-0.535, 0.860, -0.700], [2.541, -0.055, 0.575], [1.142, -0.199, 0.978], [-1.999, -0.179, 0.847], [0.173, 1.797, -0.736], [1.601, -1.546, -1.369], [0.109, -1.093, -2.125], [-2.998, -0.192, 1.237], [-0.829, 0.789, -1.782], [0.967, -0.919, 1.876], [0.667, 0.702, 1.498], [-2.426, 1.821, 0.259]],
  "mulliken_charge": [-0.601, -0.438, -0.420, 0.834, -0.446, -0.921, 0.229, -0.670, -0.126, 0.261, 0.239, 0.242, 0.418, 0.374, 0.363, 0.332, 0.333]
}

=====

--- 3 ---
{
  "formula": "C6H8N2O",
  "method": "ωB97M-V/def2-TZVPD",
  "e_homo_ha": -0.36024,
  "lumo_ev": 0.60,
  "species": ["O", "N", "N", "C", "C", "C", "C", "C", "C", "H", "H", "H", "H", "H", "H", "H", "H"],
  "positions_angstrom": [[-0.152, 1.022, -1.411], [0.993, -1.664, -3.060], [-1.024, 1.288, -0.314], [-1.133, 0.370, 0.554], [-0.251, -0.758, 0.377], [-2.030, 0.369, 1.707], [0.669, -1.017, -2.173], [0.695, -0.021, -1.128], [2.035, 0.449, -0.539], [-0.608, -1.718, 0.125], [-2.410, 1.389, 2.147], [2.752, 0.452, -1.404], [-1.469, -0.191, 2.412], [-2.804, -0.312, 1.408], [2.379, -0.096, 0.293], [1.955, 1.479, -0.148], [0.402, -1.040, 1.154]],
  "mulliken_charge": [-0.248, -0.448, -0.594, 0.986, -1.306, -1.014, 0.102, 0.953, -1.273, 0.464, 0.291, 0.357, 0.353, 0.293, 0.309, 0.333, 0.442]
}

=====

Most stable: 2 (next structure +110.2 kJ/mol)

=====

--- 1 ---
{
  "formula": "CHIS2",
  "method": "ωB97M-V/def2-TZVPD",
  "e_homo_ha": -0.35878,
  "lumo_ev": -0.13,
  "species": ["I", "S", "S", "C", "H"],
  "positions_angstrom": [[0.042, 1.871, 0.830], [0.222, -1.202, -3.042], [0.926, -4.226, -2.784], [0.569, -2.735, -2.950], [-0.994, 1.763, -0.279]],
  "mulliken_charge": [-0.074, -0.234, -0.260, 0.494, 0.074]
}

=====

--- 2 ---
{
  "formula": "CHIS2",
  "method": "ωB97M-V/def2-TZVPD",
  "e_homo_ha": -0.32093,
  "lumo_ev": -2.09,
  "species": ["I", "S", "S", "C", "H"],
  "positions_angstrom": [[-0.934, -1.845, -0.732], [-0.844, 1.682, -0.052], [-0.193, 0.586, 1.582], [-0.111, 0.049, -0.116], [2.081, -0.472, -0.682]],
  "mulliken_charge": [0.162, -0.063, -0.050, -0.134, 0.085]
}

=====

Most stable: 1 (next structure +510.0 kJ/mol)

=====

--- 1 ---
{
  "formula": "C3H12O5",
  "method": "ωB97M-V/def2-TZVPD",
  "e_homo_ha": -0.37928,
  "smiles": "CCC(=O)O.O.O.O",
  "lumo_ev": 0.49,
  "species": ["O", "O", "O", "O", "O", "C", "C", "C", "H", "H", "H", "H", "H", "H", "H", "H", "H", "H", "H", "H"],
  "positions_angstrom": [[-1.515, -1.610, -0.781], [-1.395, 1.107, -3.104], [1.637, 1.348, 0.748], [0.985, -0.692, 0.144], [1.843, -0.152, -3.047], [0.774, -0.140, 2.435], [-0.668, 0.208, 2.513], [1.323, 0.232, 1.079], [1.454, -0.529, -0.690], [1.098, 0.249, -3.549], [-0.937, 1.275, 2.564], [1.234, 0.677, 3.026], [0.949, -1.200, 2.704], [-1.809, -1.088, -0.040], [-2.241, 1.111, -2.636], [-1.654, -2.547, -0.587], [-0.759, 1.614, -2.566], [-1.280, -0.165, 1.640], [2.343, 0.671, -2.960], [-1.383, -0.369, 3.107]],
  "mulliken_charge": [-0.584, -0.608, -0.569, -0.357, -0.645, -0.205, -0.773, 0.595, 0.306, 0.306, 0.289, 0.217, 0.293, 0.250, 0.287, 0.282, 0.324, -0.113, 0.328, 0.376]
}

=====

--- 2 ---
{
  "formula": "C3H12O5",
  "method": "ωB97M-V/def2-TZVPD",
  "e_homo_ha": -0.39053,
  "lumo_ev": 0.57,
  "species": ["O", "O", "O", "O", "O", "C", "C", "C", "H", "H", "H", "H", "H", "H", "H", "H", "H", "H", "H", "H"],
  "positions_angstrom": [[-2.154, -1.934, -0.051], [1.008, -1.906, 0.283], [-1.781, -0.734, -2.334], [-0.795, -0.144, 1.165], [-0.273, 0.675, -0.831], [-0.211, 0.755, 0.409], [0.667, 1.914, 0.888], [2.152, 1.202, 0.565], [2.871, 1.984, 0.480], [0.902, -1.047, -0.039], [-1.528, -1.010, 0.637], [0.560, 2.098, 1.936], [-1.393, -2.586, -0.169], [-1.209, -0.165, -1.703], [-2.222, 0.148, -2.660], [0.521, -1.878, 1.146], [2.325, 0.461, 1.345], [2.012, 0.676, -0.469], [0.687, 2.872, 0.386], [-2.141, -1.382, -0.985]],
  "mulliken_charge": [-0.723, -0.693, -0.760, -0.698, -0.684, 0.447, -0.392, -0.981, 0.398, 0.332, 0.411, 0.313, 0.434, 0.495, 0.349, 0.370, 0.290, 0.252, 0.346, 0.494]
}

=====

Most stable: 1 (next structure +6.0 kJ/mol)

=====

--- 1 ---
{
  "formula": "C6H10N",
  "method": "ωB97M-V/def2-TZVPD",
  "e_homo_ha": [-0.45041, -0.44806],
  "charge": 1,
  "lumo_ev": [-6.04, -5.89],
  "species": ["N", "C", "C", "C", "C", "C", "C", "H", "H", "H", "H", "H", "H", "H", "H", "H", "H"],
  "positions_angstrom": [[-2.615, 0.481, -0.668], [0.497, -0.729, 0.491], [1.469, -1.277, -0.224], [2.435, 1.489, 0.438], [3.133, 0.583, -0.188], [-0.707, -0.542, 1.153], [2.710, -0.728, -0.562], [-2.278, 0.430, -1.622], [-0.653, 0.229, 1.927], [-3.495, -0.020, -0.613], [-1.078, -1.467, 1.611], [4.153, 0.808, -0.514], [1.294, -2.282, -0.617], [2.318, 2.420, 0.928], [-2.790, 1.454, -0.442], [-1.490, -0.158, 0.405], [3.406, -1.348, -1.106]],
  "mulliken_charge": [-0.859, 0.161, -0.121, -0.626, -0.012, -0.576, -0.075, 0.271, 0.291, 0.269, 0.357, 0.337, 0.351, 0.378, 0.275, 0.193, 0.386]
}

=====

--- 2 ---
{
  "formula": "C6H10N",
  "method": "ωB97M-V/def2-TZVPD",
  "e_homo_ha": -0.49543,
  "smiles": "C=C=C[C@@H]1C[N@H+]1C",
  "charge": 1,
  "lumo_ev": -2.94,
  "species": ["N", "C", "C", "C", "C", "C", "C", "H", "H", "H", "H", "H", "H", "H", "H", "H", "H"],
  "positions_angstrom": [[-1.222, 0.005, 0.399], [1.169, 0.515, 0.591], [3.457, -0.424, -0.208], [-0.050, 0.539, -0.276], [2.308, 0.015, 0.140], [-2.054, -1.067, -0.103], [-1.286, 1.385, -0.122], [-1.294, -0.287, 1.323], [-1.774, 1.317, -1.088], [0.266, 0.131, -1.296], [4.271, 0.162, -0.555], [3.651, -1.482, -0.432], [-3.165, -0.665, 0.070], [1.139, 0.950, 1.605], [-1.538, 2.264, 0.476], [-1.869, -1.360, -1.152], [-2.007, -1.997, 0.630]],
  "mulliken_charge": [0.069, -0.451, -0.687, 0.315, -0.034, -0.909, -0.488, 0.318, 0.323, 0.347, 0.281, 0.247, 0.351, 0.352, 0.312, 0.346, 0.308]
}

=====

--- 3 ---
{
  "formula": "C6H10N",
  "method": "ωB97M-V/def2-TZVPD",
  "e_homo_ha": -0.51752,
  "charge": 1,
  "lumo_ev": -3.13,
  "species": ["N", "C", "C", "C", "C", "C", "C", "H", "H", "H", "H", "H", "H", "H", "H", "H", "H"],
  "positions_angstrom": [[-0.623, -1.083, -0.890], [-1.999, 0.583, 0.338], [0.455, -0.259, -0.042], [1.676, -0.850, 0.377], [1.138, 1.052, -0.317], [-1.035, -0.578, 0.441], [2.316, 0.320, 0.351], [-0.997, -0.520, -1.608], [-2.048, 0.927, -0.591], [-1.288, -1.216, 1.169], [-2.979, 0.296, 0.469], [3.208, 0.796, 0.583], [2.106, -1.776, 0.661], [0.821, 1.882, 0.243], [1.417, 1.142, -1.286], [-1.815, 1.316, 1.009], [-0.352, -2.033, -0.907]],
  "mulliken_charge": [-0.255, -1.716, 0.940, -1.168, -0.642, -0.064, -0.151, 0.283, 0.480, 0.535, 0.481, 0.496, 0.417, 0.337, 0.334, 0.398, 0.295]
}

=====

--- 4 ---
{
  "formula": "C6H10N",
  "method": "ωB97M-V/def2-TZVPD",
  "e_homo_ha": -0.50989,
  "smiles": "C#C[C@@]1(C)C[N@H+]1C",
  "charge": 1,
  "lumo_ev": -3.41,
  "species": ["N", "C", "C", "C", "C", "C", "C", "H", "H", "H", "H", "H", "H", "H", "H", "H", "H"],
  "positions_angstrom": [[0.958, -0.221, 0.259], [-1.049, 0.415, -0.892], [-1.660, 0.623, -1.908], [1.679, -0.292, -1.101], [-0.418, 0.278, 0.333], [-1.016, 1.013, 1.490], [0.102, -1.354, 0.657], [0.007, -1.513, 1.745], [2.154, -1.235, -1.145], [-0.268, -2.116, -0.058], [1.650, -0.077, 1.129], [1.097, 0.052, -1.846], [-0.744, 2.056, 1.390], [2.415, 0.473, -1.109], [-2.072, 0.762, 1.425], [-0.365, 0.574, 2.278], [-2.470, 0.562, -2.647]],
  "mulliken_charge": [0.041, -1.149, 0.132, -0.865, 0.939, -1.034, -0.558, 0.304, 0.358, 0.329, 0.443, 0.309, 0.322, 0.393, 0.352, 0.275, 0.408]
}

=====

Most stable: 3 (next structure +22.1 kJ/mol)